No. 1
{
  "formula": "C5H11NO",
  "method": "ωB97M-V/def2-TZVPD",
  "symbols": ["C", "C", "C", "N", "C", "C", "O", "H", "H", "H", "H", "H", "H", "H", "H", "H", "H", "H"],
  "xyz": [[-2.325330, -0.067474, -0.548253], [-0.905154, 0.139167, -1.010631], [-0.244360, 1.470237, -0.949802], [0.082930, 0.444007, 0.018079], [1.376336, -0.169669, -0.043225], [1.585231, -1.049851, 1.071044], [0.603680, -1.381265, 1.881757], [-2.452430, -1.064693, -0.109009], [-3.032018, 0.027967, -1.379794], [-2.586452, 0.676158, 0.212273], [-0.560133, -0.531066, -1.800374], [-0.792774, 2.333554, -0.575829], [0.513350, 1.698499, -1.698856], [1.826140, -0.424369, -1.004395], [2.151672, 0.303960, 1.057316], [2.439497, -1.718840, 1.082311], [2.438420, 0.063052, 2.130275], [-0.118602, -0.749372, 1.667111]],
  "forces_ev_per_a": [[-0.03, 0.01, 0.02], [-0.15, -0.12, -0.11], [0.01, 0.23, -0.13], [0.12, -0.03, 0.12], [-0.17, -0.27, -0.21], [0.21, 0.01, -0.23], [-0.11, 0.16, -0.01], [0.02, 0.14, -0.08], [0.11, -0.01, 0.10], [0.05, -0.11, -0.11], [-0.04, 0.13, 0.12], [0.07, -0.16, -0.04], [-0.11, -0.05, 0.13], [-0.06, -0.01, 0.13], [0.19, 0.00, 0.36], [-0.11, 0.16, 0.01], [-0.04, 0.04, -0.12], [0.06, -0.12, 0.05]],
  "orbital_gap_ev": 8.0,
  "total_energy_ha": -326.877686,
  "mol_weight_g_mol": 101.15
}


No. 2
{
  "formula": "C5H11NO",
  "method": "ωB97M-V/def2-TZVPD",
  "symbols": ["C", "C", "N", "C", "O", "H", "H", "H", "H", "H", "H", "H", "C", "C", "H", "H", "H", "H"],
  "xyz": [[-1.784996, 0.466326, 1.128273], [-1.038711, 0.854361, -0.115186], [-0.040146, 1.648685, -0.068190], [0.539530, 1.971663, -1.310939], [-0.066194, 2.100603, -2.347711], [-2.510532, -0.330864, 0.929939], [-1.081128, 0.143552, 1.906908], [-2.319283, 1.349155, 1.502322], [-1.360626, 0.435123, -1.077610], [1.627295, 2.138064, -1.235115], [2.270239, 0.287428, 1.277944], [1.734639, 0.798952, 1.189025], [1.274876, -1.969263, -0.016510], [0.065049, -1.970264, -0.572196], [2.164919, -1.718204, -0.594824], [1.427251, -2.234170, 1.031582], [-0.078121, -1.726324, -1.626371], [-0.824061, -2.244823, -0.001340]],
  "forces_ev_per_a": [[0.00, 0.04, -0.09], [0.30, 0.09, 0.15], [-0.55, -0.15, -0.08], [-0.13, 0.01, -0.30], [0.25, 0.01, 0.34], [0.19, 0.20, 0.07], [-0.17, 0.11, -0.21], [0.07, -0.19, -0.01], [0.02, 0.10, 0.16], [-0.11, -0.04, -0.05], [0.02, 0.07, 0.05], [0.10, -0.06, 0.05], [-0.25, -0.12, -0.14], [0.28, -0.17, 0.08], [-0.23, -0.04, 0.16], [-0.06, 0.10, -0.30], [0.04, -0.05, 0.28], [0.23, 0.09, -0.15]],
  "orbital_gap_ev": 10.3,
  "total_energy_ha": -327.010456,
  "mol_weight_g_mol": 101.15,
  "smiles": "C/C=N/C=O.[H][H].C=C"
}


No. 3
{
  "formula": "C5H11NO",
  "method": "ωB97M-V/def2-TZVPD",
  "symbols": ["C", "C", "N", "C", "C", "C", "O", "H", "H", "H", "H", "H", "H", "H", "H", "H", "H", "H"],
  "xyz": [[-0.521624, 1.781176, 1.283183], [0.751023, 1.302019, 0.601327], [0.649977, -0.113326, 0.263492], [1.342983, -0.583101, -0.901488], [-0.141019, -0.419748, -0.906886], [-1.210930, -1.446074, -0.752561], [-1.664308, -1.946199, 0.342461], [-0.411797, 2.816092, 1.622187], [-0.752393, 1.149889, 2.146146], [-1.375243, 1.739819, 0.596374], [0.958221, 1.917961, -0.292982], [1.608252, 1.410002, 1.274830], [1.909782, 0.141248, -1.489892], [1.714132, -1.603928, -0.846657], [-0.500493, 0.417682, -1.515627], [-1.947427, -1.403379, -1.568626], [0.201581, -2.780295, -0.347136], [-0.610716, -2.379838, 0.491855]],
  "forces_ev_per_a": [[-0.03, -0.01, 0.02], [0.04, 0.16, 0.02], [0.05, -0.01, 0.04], [0.23, -0.05, -0.09], [-0.28, -0.03, 0.00], [-0.01, 0.09, -0.02], [0.16, 0.06, -0.04], [-0.01, -0.15, -0.05], [0.04, 0.09, -0.10], [0.12, 0.00, 0.10], [-0.03, -0.12, 0.09], [-0.10, -0.01, -0.09], [-0.11, -0.09, 0.09], [-0.06, 0.17, -0.02], [0.03, -0.11, 0.10], [0.16, -0.09, 0.00], [-0.10, 0.07, 0.02], [-0.08, 0.01, -0.06]],
  "orbital_gap_ev": [7.7, 7.7],
  "total_energy_ha": -326.883896,
  "mol_weight_g_mol": 101.15
}


Energy relative to the best compared isomer or geometry (same formula, charge and spin), record by record: 665.98 317.40 649.68 kJ/mol